1.
DFT (wB97M-V/def2-TZVPD) results for C23H43Cl3N3O8SiTi as an isolated structure.

Each line ends with the Löwdin charge.
Cartesian coordinates (Å):
C  -1.526  -0.575  -3.918  -0.051
C  -1.078  -1.910  -3.411  -0.231
H  -1.254  -0.427  -4.966  0.062
H  -1.091  0.235  -3.311  0.023
H  -2.621  -0.483  -3.830  0.093
C  -0.618  -2.933  -4.152  -0.123
C  -0.490  -2.956  -5.636  -0.106
H  -0.352  -3.869  -3.652  0.105
H  -0.731  -2.002  -6.113  0.059
H  -1.141  -3.727  -6.067  0.072
H  0.531  -3.237  -5.917  0.065
Ti  0.240  0.042  -0.043  0.609
Cl  -0.358  1.850  -1.336  0.102
C  -0.339  -2.544  1.613  -0.302
O  0.620  -1.947  1.082  -0.088
N  -0.110  -3.472  2.534  -0.181
C  1.254  -3.653  3.026  -0.026
C  -1.118  -4.467  2.850  -0.045
H  -1.401  -2.326  1.380  0.165
H  1.866  -2.787  2.749  0.093
H  1.686  -4.560  2.588  0.080
H  1.220  -3.757  4.111  0.091
H  -2.045  -4.170  2.342  0.091
H  -1.259  -4.494  3.941  0.091
H  -0.788  -5.451  2.475  0.079
H  0.786  2.954  4.705  0.082
H  -1.346  4.303  4.022  0.092
C  1.125  3.056  3.670  -0.031
C  -0.925  4.356  3.011  -0.048
N  -0.061  3.225  2.792  -0.190
H  1.702  2.168  3.398  0.069
C  -0.259  2.475  1.765  -0.300
O  0.574  1.487  1.626  -0.182
H  -1.716  4.288  2.254  0.088
H  -1.206  2.434  1.198  0.116
H  1.757  3.944  3.581  0.078
H  -0.339  5.274  2.871  0.082
H  1.428  -0.303  -3.769  0.093
H  2.358  -2.657  -3.491  0.089
C  2.235  0.091  -3.134  -0.005
C  3.191  -2.192  -2.944  -0.036
N  2.744  -0.986  -2.271  -0.144
H  1.859  0.924  -2.535  0.044
C  2.634  -0.977  -0.963  -0.228
O  2.093  -0.006  -0.330  -0.136
H  3.567  -2.897  -2.197  0.091
H  2.972  -1.846  -0.398  0.154
H  3.045  0.425  -3.790  0.092
H  3.984  -1.949  -3.656  0.089
O  -0.164  -1.257  -1.312  -0.328
C  -1.169  -2.032  -1.898  -0.347
C  0.093  -4.049  -0.999  -0.042
C  -1.117  -3.452  -1.353  -0.193
H  1.022  -3.474  -1.095  0.111
C  0.101  -5.370  -0.546  -0.083
H  -2.115  -1.561  -1.592  0.149
C  -2.321  -4.141  -1.218  -0.035
H  1.054  -5.841  -0.291  0.102
C  -1.104  -6.074  -0.435  -0.116
C  -2.316  -5.459  -0.765  -0.094
H  -3.246  -3.624  -1.498  0.121
H  -1.099  -7.110  -0.086  0.096
H  -3.263  -5.995  -0.674  0.098
Si  -0.427  6.673  -3.412  0.102
Cl  -0.715  5.954  -5.350  0.267
C  1.402  6.513  -3.044  -0.218
C  -1.473  5.607  -2.287  -0.214
C  -0.983  8.466  -3.401  -0.226
H  1.718  5.466  -3.114  0.034
H  1.607  6.873  -2.030  0.033
H  1.995  7.105  -3.750  0.026
H  -0.396  9.065  -4.106  0.026
H  -0.853  8.889  -2.398  0.030
H  -2.041  8.549  -3.675  0.027
H  -1.166  4.557  -2.344  -0.005
H  -2.532  5.684  -2.561  0.031
H  -1.357  5.948  -1.251  0.034
O  -0.667  -1.404  4.320  -0.503
Cl  -0.045  -0.084  3.982  0.848
O  -0.860  1.128  4.466  -0.502
O  1.445  0.022  4.288  -0.517
O  -0.374  0.310  1.549  -0.400

Calculated values
LUMO level (spin up / spin down) in eV: 2.3 / 2.3
HOMO-LUMO gap (spin up / spin down) in eV: 4.01 / 5.95
<S²>: 2.01
F_max in eV/Å: 5.88
Net charge: -1
HOMO level (spin up / spin down) in eV: -1.7 / -3.7
Multiplicity: 3

2.
DFT (wB97M-V/def2-TZVPD) results for a 4-piece molecular cluster, C3H14O3S overall.

Each line ends with the Löwdin charge.
Cartesian coordinates (Å):
C  1.102  -1.418  0.034  -0.169
C  0.620  -0.229  -0.834  -0.601
S  0.653  1.462  -0.211  0.764
C  2.462  1.436  0.182  -0.391
H  0.438  -2.150  -0.060  -0.006
H  1.219  -1.111  1.158  0.109
H  2.165  -1.638  -0.222  0.076
H  -0.595  -0.418  -1.092  0.134
H  1.335  -0.311  -1.669  0.063
H  2.795  0.455  0.156  -0.013
H  3.116  1.989  -0.553  0.056
H  2.832  1.846  1.046  0.008
O  2.640  4.312  -0.625  -0.105
H  2.351  5.173  -1.029  0.067
H  1.946  3.916  -0.057  0.007
O  -2.151  -4.244  1.099  -0.134
H  -1.888  -4.503  2.052  0.076
H  -1.563  -4.800  0.488  0.065
O  -5.482  -2.101  0.263  -0.098
H  -5.083  -1.757  1.087  0.036
H  -4.675  -2.561  -0.117  0.056

Calculated values
LUMO level in eV: 0.4
HOMO-LUMO gap in eV: 8.97
F_max in eV/Å: 6.58
Structure (SMILES): CCSC.O.O.O
HOMO level in eV: -8.6

3.
DFT (wB97M-V/def2-TZVPD) results for C3H9NO2PS2 as an isolated structure.

Each line ends with the Löwdin charge.
Cartesian coordinates (Å):
C  -0.710  0.965  -1.528  -0.523
C  -1.749  -1.328  -0.628  -0.053
C  -0.982  -0.025  -0.498  -0.360
N  -1.665  1.480  -2.351  0.280
O  0.416  1.437  -1.449  -0.013
O  3.063  0.133  3.421  -0.058
P  0.937  -0.048  -0.094  0.278
S  2.459  -1.153  -0.492  0.364
S  0.892  1.207  1.606  0.587
H  -1.401  -1.921  -1.422  0.069
H  -1.721  -1.912  0.258  0.083
H  -2.799  -1.111  -0.976  0.116
H  -1.525  0.527  0.272  0.129
H  -2.345  0.874  -2.578  0.079
H  -1.472  2.119  -3.042  0.112
H  3.711  0.371  4.040  0.039
H  2.475  -0.461  3.878  0.058
H  2.060  0.994  2.201  -0.190

Calculated values
LUMO level in eV: -4.2
HOMO-LUMO gap in eV: 9.44
F_max in eV/Å: 4.50
Net charge: +1
HOMO level in eV: -13.7

4.
DFT (wB97M-V/def2-TZVPD) results for one molecule with the formula C2H3Cl2NOS.

Each line ends with the Löwdin charge.
Cartesian coordinates (Å):
O  0.885  1.673  -0.754  0.057
C  0.364  0.655  -0.387  -0.640
N  -1.003  0.509  -0.517  -0.369
S  -2.125  -0.535  0.244  0.775
C  1.136  -0.594  0.219  -1.093
Cl  2.827  -0.164  0.289  0.649
Cl  0.743  -2.027  -0.687  0.614
H  -1.385  1.270  -1.097  0.110
H  -2.089  -0.126  1.477  -0.170
H  0.647  -0.661  1.214  0.067

Calculated values
LUMO level in eV: 0.4
HOMO-LUMO gap in eV: 10.39
F_max in eV/Å: 2.65
Structure (SMILES): O=C(NS)C(Cl)Cl
HOMO level in eV: -10.0

5.
DFT (wB97M-V/def2-TZVPD) results for one molecule with the formula C2H2N4OS.

Each line ends with the Löwdin charge.
Cartesian coordinates (Å):
O  -0.243  -0.952  -1.666  0.059
C  -0.412  -0.819  -0.481  -0.409
N  -0.734  -1.844  0.499  0.061
N  -1.076  -1.342  1.699  0.014
N  -0.808  0.012  1.699  0.026
N  -0.285  0.268  0.548  -0.162
C  0.534  1.467  0.218  -0.642
S  1.380  1.538  -1.103  0.787
H  -0.867  -2.825  0.351  0.143
H  0.324  2.282  1.084  0.122

Calculated values
LUMO level in eV: -0.8
HOMO-LUMO gap in eV: 8.54
F_max in eV/Å: 6.00
Structure (SMILES): O=c1[nH]nnn1C=S
HOMO level in eV: -9.4

6.
DFT (wB97M-V/def2-TZVPD) results for one molecule with the formula C5H11NO.

Each line ends with the Löwdin charge.
Cartesian coordinates (Å):
C  1.089  -0.299  -1.926  -0.089
C  1.363  -0.493  -0.468  -0.145
C  0.776  -0.058  1.793  -0.054
N  0.475  -0.424  0.508  -0.229
C  -0.966  -0.574  0.236  -0.122
C  -1.629  0.795  0.066  -0.258
O  -1.616  1.544  1.247  -0.078
H  0.137  -0.719  -2.268  0.066
H  1.886  -0.770  -2.510  0.072
H  1.088  0.769  -2.195  0.078
H  2.394  -0.460  -0.129  0.112
H  1.825  0.171  1.961  0.054
H  0.226  -0.572  2.574  0.057
H  -1.108  -1.204  -0.645  0.117
H  -1.401  -1.079  1.102  0.131
H  -1.136  1.325  -0.768  0.116
H  -2.676  0.637  -0.217  0.123
H  -0.725  1.412  1.638  0.050

Calculated values
LUMO level (spin up / spin down) in eV: 0.8 / 0.8
HOMO-LUMO gap (spin up / spin down) in eV: 7.72 / 7.72
F_max in eV/Å: 0.41
HOMO level (spin up / spin down) in eV: -6.9 / -6.9

Calculated values (kJ/mol) of energy relative to the best compared isomer or geometry (same formula, charge and spin) for the records, taken in order: 43.1, 225.5, 7.1, 85.4, 146.1, 314.5.
Calculated values (eV) of E for the records, taken in order: -113955.069, -20313.899, -39794.818, -41539.770, -20946.438, -8898.438.